A.
A molecular structure, H16O8, computed with the ωB97M-V functional and the def2-TZVPD basis.

For the orbital gap, the calculation gives 8.27 eV. Its LUMO energy is -0.30 eV. The value obtained for the HOMO energy is -8.58 eV.

CARTESIAN COORDINATES (ANGSTROEM)
O  1.4836  2.0579  1.0225
H  1.2726  2.0105  1.9550
H  0.6643  1.8369  0.5796
O  -0.1556  1.7664  -0.2736
H  0.2765  2.6031  -0.4450
H  -1.0890  1.9780  -0.2538
O  -0.3909  -0.5188  0.1627
H  0.0610  0.3221  0.0930
H  0.2556  -1.1072  0.5527
O  -0.4187  -2.6614  2.4271
H  -0.6487  -3.4882  2.0031
H  0.1743  -2.2322  1.8103
O  -2.1887  0.2192  -0.7081
H  -2.5210  -0.5951  -1.0858
H  -1.3891  -0.0379  -0.2491
O  0.0866  0.7075  -2.0278
H  -0.4765  1.3268  -2.4920
H  0.1992  1.0909  -1.1580
O  1.8033  -0.9497  1.0272
H  2.1685  -1.0581  1.9053
H  2.1474  -0.1088  0.7263
O  -0.6710  -1.2284  -2.1180
H  -0.1482  -1.6412  -1.4305
H  -0.4958  -0.2922  -2.0232



B.
8 unconnected molecules or ions with the total composition H16O8, computed with the ωB97M-V functional and the def2-TZVPD basis.

For the orbital gap, the calculation gives 10.58 eV. Its LUMO energy is -0.03 eV. The structure (SMILES) is O.O.O.O.O.O.O.O. The value obtained for the HOMO energy is -10.61 eV.

CARTESIAN COORDINATES (ANGSTROEM)
O  -2.9437  -1.4512  -2.1021
H  -3.0655  -2.1991  -2.6952
H  -2.1382  -1.6665  -1.5948
O  2.0738  -0.5435  2.7695
H  2.9349  -0.1665  2.5594
H  1.4672  -0.1722  2.1101
O  2.4078  3.2753  -1.0708
H  2.9783  3.9108  -1.5166
H  2.4874  2.4659  -1.5915
O  -0.8673  -2.2906  -0.3357
H  -0.0025  -2.4075  0.0765
H  -1.3870  -1.7901  0.3272
O  -0.7650  1.0846  2.7187
H  -0.3102  1.8496  3.0862
H  -0.6114  1.1450  1.7586
O  0.1966  0.6385  0.0798
H  0.9546  0.7649  -0.5038
H  -0.2600  -0.1347  -0.2810
O  -2.7007  -0.7129  1.1201
H  -3.2519  0.0554  1.3016
H  -3.2513  -1.4719  1.3495
O  1.7788  0.2250  -2.3943
H  2.6090  -0.0737  -1.9997
H  1.6661  -0.3344  -3.1718



Least stable: A